Record 1
This record from OMol25 describes a structure of composition C31H58F2N2O4S. The level of theory is wB97M-V/def2-TZVPD.

## Properties
HOMO   -8.69 eV
Max |F|   1.67 eV/A
Gap between HOMO and LUMO   8.255 eV
2S+1   1
Charge   0

XYZ file:
```
98
Properties=species:S:1:pos:R:3:forces:R:3:lowdin_charge:R:1
C 8.4363 3.0862 2.0487 -0.764 -0.361 0.138 -0.117
C 7.0989 2.3608 2.4377 0.274 1.045 0.125 -0.251
C 5.8684 3.0150 1.7071 0.546 -0.644 0.378 -0.202
C 5.0440 1.9936 0.8443 -0.186 1.251 -0.266 -0.192
C 3.5095 2.0088 1.1615 0.400 0.063 0.616 -0.196
C 2.9560 0.6835 1.7797 0.686 -0.105 -0.553 -0.202
C 2.0910 -0.1785 0.8190 -0.692 0.111 1.513 -0.210
C 0.8547 0.5465 0.2224 1.121 -0.292 -1.151 -0.208
C 0.1314 -0.4158 -0.7678 0.316 0.347 0.080 -0.203
C -0.9134 -1.4006 -0.1551 0.228 0.470 -0.167 -0.185
C -1.5413 -1.0141 1.2064 -0.577 -0.441 -0.113 -0.122
C -2.8298 -0.1827 1.1589 0.468 -0.361 0.438 -0.078
C -3.2545 0.6474 0.1704 -0.861 0.133 0.646 -0.137
F -2.5175 0.7825 -0.9580 -0.257 0.071 0.305 0.065
C -4.4969 1.4361 0.2224 0.332 0.298 -0.474 -0.039
C -4.8010 2.3236 -0.9976 0.241 -0.383 -0.335 -0.160
O -5.1291 3.6558 -0.6207 0.216 -0.109 -0.169 -0.199
C -4.6246 4.6105 -1.5365 0.071 0.552 -0.076 -0.105
C -5.3417 1.4076 1.3042 0.625 -0.263 -0.216 -0.086
C -6.6134 2.2546 1.3449 0.109 -0.782 -0.041 -0.066
C -7.8516 1.5468 1.9613 -0.583 1.091 0.327 -0.342
C -8.4070 2.3923 3.1267 0.613 -0.175 -0.126 -0.053
F -8.8783 1.5417 0.9744 0.462 -0.250 0.156 -0.067
C -4.9223 0.5337 2.3924 -0.115 0.414 -0.349 -0.288
N -5.6106 0.3906 3.5272 1.087 -0.784 0.117 -0.220
S -4.7564 -0.6877 4.4212 0.109 0.320 -0.674 1.000
N -3.5046 -0.9913 3.4180 -0.506 0.375 0.065 -0.226
C -3.6935 -0.2549 2.3246 -0.847 0.721 -0.338 -0.293
H 8.2582 4.1612 1.8537 0.149 -0.487 0.235 0.064
H 9.1571 2.9827 2.8764 -0.006 0.013 -0.583 0.062
H 8.7978 2.6298 1.1096 0.202 0.323 0.473 0.070
H 7.2214 1.2959 2.1649 -0.279 0.429 0.309 0.094
H 6.9576 2.4515 3.5420 0.144 -0.344 -0.919 0.081
H 6.2603 3.8459 1.0902 -0.338 -0.441 0.085 0.093
H 5.2497 3.4991 2.4879 0.057 -0.328 -0.483 0.098
H 5.1591 2.3385 -0.2038 0.045 -0.507 0.405 0.100
H 5.5026 0.9940 0.9264 -0.386 0.306 -0.016 0.093
H 3.3498 2.8018 1.9194 0.014 -0.270 -0.493 0.096
H 2.9769 2.3463 0.2578 -0.032 -0.381 0.400 0.091
H 2.4624 0.8975 2.7461 -0.130 -0.153 -0.591 0.105
H 3.8457 0.0676 2.0348 -0.487 0.275 0.054 0.098
H 1.6927 -1.0185 1.4342 0.321 0.221 -0.405 0.113
H 2.7380 -0.6413 0.0506 -0.425 0.432 0.074 0.115
H 1.2474 1.3877 -0.3862 -0.348 -0.300 0.321 0.097
H 0.2024 1.0015 0.9860 0.237 -0.348 -0.190 0.109
H -0.2560 0.2024 -1.5998 -0.259 -0.457 0.491 0.097
H 0.9258 -1.0361 -1.2326 -0.368 0.336 0.185 0.093
H -1.7103 -1.5404 -0.8972 0.295 -0.032 0.485 0.086
H -0.4264 -2.3905 -0.0797 -0.321 0.468 0.243 0.109
H -0.8590 -0.5183 1.9205 -0.083 -0.250 -0.413 0.113
H -1.8270 -1.9662 1.6995 0.111 0.537 -0.138 0.116
H -5.6211 1.8495 -1.5857 0.218 0.373 0.332 0.145
H -3.9336 2.3723 -1.6836 -0.302 -0.273 0.471 0.114
H -3.5324 4.4917 -1.6807 -0.420 -0.010 0.026 0.093
H -5.1270 4.5764 -2.5240 0.168 -0.175 0.382 0.094
H -4.8047 5.6127 -1.1100 0.034 -0.501 -0.105 0.093
H -6.4149 3.2096 1.8669 -0.064 -0.462 -0.235 0.134
H -6.8733 2.5005 0.3032 -0.005 0.024 0.542 0.115
H -7.6728 0.5032 2.2523 -0.087 0.380 -0.226 0.124
H -7.6473 2.3811 3.9309 -0.449 0.020 -0.249 0.076
H -9.3708 2.0269 3.5117 0.385 0.039 -0.208 0.079
H -8.5128 3.4351 2.7710 -0.085 -0.498 0.202 0.085
C 7.1185 0.9134 7.9282 -0.064 0.215 0.116 -0.066
C 6.6270 0.8851 6.4889 0.465 -0.501 0.184 -0.496
C 6.3118 -0.5339 6.0410 -0.186 -0.006 -0.178 -0.062
O 7.6203 1.4474 5.6322 -0.158 0.241 -0.026 -0.068
H 8.0391 0.3323 8.0343 -0.073 -0.101 -0.044 0.081
H 7.3496 1.9352 8.2334 -0.069 -0.009 -0.017 0.079
H 6.3697 0.5064 8.6101 0.041 -0.012 0.005 0.080
H 5.7348 1.5067 6.3937 0.113 0.100 -0.129 0.139
H 7.2065 -1.1618 6.0861 0.002 0.032 0.127 0.081
H 5.9695 -0.5407 5.0047 -0.043 0.041 0.041 0.075
H 5.5392 -0.9842 6.6669 0.033 -0.024 -0.011 0.080
H 8.4144 0.9062 5.7065 -0.037 0.010 0.006 0.090
C 0.1182 -2.4161 -4.0553 0.142 0.162 0.122 -0.048
C -0.4157 -3.5835 -3.2389 -0.349 0.164 -0.601 -0.478
C -0.8976 -4.7084 -4.1408 -0.059 -0.301 0.133 -0.062
O -1.4923 -3.1382 -2.4114 0.106 -0.263 -0.004 -0.072
H -0.6653 -2.0028 -4.6964 0.004 -0.161 -0.084 0.080
H 0.4521 -1.6109 -3.3995 0.047 -0.062 0.013 0.057
H 0.9554 -2.7239 -4.6845 -0.042 0.017 -0.029 0.083
H 0.3662 -3.9549 -2.5728 -0.138 0.067 0.164 0.139
H -1.7118 -4.3668 -4.7841 0.137 0.121 -0.074 0.060
H -1.2869 -5.5372 -3.5457 0.113 0.007 0.044 0.080
H -0.0889 -5.0819 -4.7727 -0.034 0.012 -0.023 0.082
H -2.1892 -2.8080 -2.9907 0.055 -0.063 -0.046 0.095
C -1.9008 -3.7857 -9.3806 0.236 0.061 -0.060 -0.064
C -1.9806 -4.3758 -7.9812 -0.605 0.186 -0.304 -0.499
C -3.1616 -5.3250 -7.8482 0.043 -0.170 0.175 -0.062
O -2.1023 -3.3233 -7.0240 0.251 0.001 0.196 -0.072
H -2.8017 -3.2093 -9.6098 -0.064 -0.115 0.020 0.081
H -1.0554 -3.1002 -9.4591 0.020 -0.068 0.014 0.080
H -1.7872 -4.5675 -10.1337 -0.028 0.030 -0.005 0.080
H -1.0550 -4.9078 -7.7541 0.013 0.139 0.156 0.137
H -4.1036 -4.7986 -8.0276 0.051 0.026 -0.119 0.082
H -3.2123 -5.7337 -6.8374 0.061 -0.024 -0.035 0.075
H -3.0856 -6.1526 -8.5557 -0.037 0.018 0.006 0.081
H -2.9166 -2.8430 -7.2123 0.030 -0.039 -0.049 0.090
```
Forces are in eV/Å.

---

Record 2
This record from OMol25 describes the ion C2H9N5 with charge +2. The level of theory is wB97M-V/def2-TZVPD.

## Properties
Energy above the lowest of the compared OMol25 structures with the same formula, charge and spin   0.0 kcal/mol
HOMO (alpha / beta)   -14.33 / -19.34 eV
Max |F|   6.99 eV/A
Gap between HOMO and LUMO (alpha / beta)   6.672 / 7.450 eV
2S+1   3
Charge   +2

XYZ file:
```
16
Properties=species:S:1:pos:R:3:forces:R:3:lowdin_spin:R:1
C -0.4945 -0.1220 -1.7300 1.840 -0.375 2.925 0.152
C 0.9331 0.0893 0.3594 -5.609 -1.300 -3.958 0.432
N 0.9235 0.2990 1.7211 1.107 0.213 2.735 0.753
N -1.5330 -0.6036 -2.2815 -1.757 -0.531 -1.951 0.142
N 2.0555 0.1092 -0.3264 -0.760 0.638 1.427 0.383
N -0.3000 -0.1940 -0.4023 2.425 1.239 2.340 -0.002
N -0.2907 0.4448 2.4425 2.085 3.516 1.187 0.067
H 0.3893 0.1023 -2.2333 0.856 0.744 -1.448 0.009
H -1.6489 -0.6800 -3.2761 0.199 0.192 -0.363 0.003
H -2.2935 -0.9554 -1.7654 -1.006 -0.420 0.707 0.004
H 2.7966 0.4868 0.1598 2.614 0.819 0.683 0.008
H 2.1427 -0.3735 -1.1619 0.642 -1.089 -1.844 0.016
H -1.0223 -0.4226 0.2500 -0.897 -0.534 -0.517 -0.002
H -0.4103 -0.1870 3.2088 -0.219 -1.891 0.351 0.014
H -0.1367 1.3228 3.0962 0.005 -1.134 -1.493 0.020
H -1.1108 0.6840 1.9392 -1.525 -0.087 -0.781 0.000
```
Forces are in eV/Å.

---

Record 3
This record from OMol25 describes a structure of composition C4H4BrNO. The level of theory is wB97M-V/def2-TZVPD.

## Properties
Energy above the lowest of the compared OMol25 structures with the same formula, charge and spin   93.0 kcal/mol
HOMO (alpha / beta)   -8.06 / -8.06 eV
Max |F|   7.72 eV/A
Gap between HOMO and LUMO (alpha / beta)   8.318 / 8.313 eV
2S+1   1
Charge   0

XYZ file:
```
11
Properties=species:S:1:pos:R:3:forces:R:3:lowdin_charge:R:1
C -0.2364 -1.1132 -0.1003 -0.779 1.036 0.765 -0.105
C 0.2512 0.1280 0.1707 3.226 0.349 -1.554 -0.447
C -2.1307 0.0751 -0.0650 7.444 1.769 0.997 -0.705
C 1.7338 0.6006 0.0338 -1.113 -1.027 1.583 -0.011
N -0.5931 1.0742 0.2626 -6.526 -0.052 -0.238 0.180
O -1.5504 -1.0869 -0.1760 -3.030 0.287 -0.177 -0.065
Br -3.8813 0.2789 0.1558 -1.272 0.229 0.211 0.865
H 0.0603 -2.0041 -0.4579 1.989 -2.651 -0.799 0.092
H 1.8116 1.6730 0.1135 -0.178 0.227 -0.331 0.071
H 2.2902 0.1952 0.8602 0.240 -0.123 0.695 0.063
H 2.2450 0.1792 -0.7973 -0.001 -0.045 -1.152 0.062
```
Forces are in eV/Å.

---

Record 4
This record from OMol25 describes the ion CH2NO2 with charge -1. The level of theory is wB97M-V/def2-TZVPD.

## Properties
Energy above the lowest of the compared OMol25 structures with the same formula, charge and spin   2.2 kcal/mol
HOMO   -3.59 eV
Max |F|   1.40 eV/A
Gap between HOMO and LUMO   8.375 eV
2S+1   1
SMILES string   NC(=O)[O-]
Charge   -1

XYZ file:
```
6
Properties=species:S:1:pos:R:3:forces:R:3:lowdin_charge:R:1
N -0.6356 0.2869 0.2178 0.311 0.306 -0.130 0.063
C 0.6524 -0.2192 -0.1712 -0.189 -1.093 0.847 -0.881
O 1.2067 -0.9645 0.6806 -0.070 0.475 -0.135 -0.140
O 1.0326 0.0851 -1.3164 -0.083 0.332 -0.204 -0.116
H -1.1700 0.7039 -0.5070 -0.315 0.291 -0.332 0.031
H -1.0862 0.1078 1.0962 0.346 -0.311 -0.046 0.042
```
Forces are in eV/Å.